(1)
{
  "formula": "C24H22B2F4N6O7S6W",
  "method": "wB97M-V/def2-TZVPD",
  "symbols": ["W", "C", "C", "N", "O", "B", "F", "F", "O", "N", "C", "C", "C", "N", "O", "B", "F", "F", "O", "N", "C", "C", "C", "H", "H", "H", "H", "H", "H", "H", "H", "H", "H", "H", "H", "S", "C", "S", "C", "C", "S", "S", "S", "N", "C", "C", "C", "C", "C", "C", "C", "H", "H", "H", "H", "N", "C", "C", "C", "C", "C", "C", "S", "O", "O", "O", "H", "H", "H", "H", "H", "H"],
  "positions_angstrom": [[0.030, -0.125, -0.179], [-0.730, -3.978, 2.025], [-0.314, -2.619, 1.584], [-0.612, -2.130, 0.414], [-1.312, -2.984, -0.368], [-2.691, -2.473, -0.684], [-3.350, -2.221, 0.524], [-3.293, -3.395, -1.480], [-2.602, -1.193, -1.456], [-2.057, -0.193, -0.720], [-2.905, 0.708, -0.327], [-4.352, 0.676, -0.670], [-2.324, 1.671, 0.576], [-1.101, 1.373, 0.873], [-0.486, 2.228, 1.724], [0.161, 1.541, 2.878], [0.909, 2.459, 3.546], [-0.785, 0.876, 3.640], [1.139, 0.510, 2.325], [0.512, -0.551, 1.759], [0.393, -1.669, 2.401], [0.867, -1.883, 3.792], [-3.042, 2.821, 1.188], [-1.762, -4.156, 1.731], [-0.629, -4.081, 3.103], [-0.116, -4.741, 1.542], [-4.514, 0.088, -1.567], [-4.737, 1.684, -0.808], [-4.905, 0.204, 0.146], [1.129, -0.933, 4.248], [1.743, -2.535, 3.797], [0.089, -2.360, 4.385], [-3.913, 3.094, 0.599], [-2.370, 3.671, 1.277], [-3.370, 2.557, 2.196], [5.926, 4.573, -1.407], [4.571, 3.577, -1.790], [3.074, 3.717, -1.073], [2.333, 2.352, -1.729], [3.114, 1.620, -2.665], [2.695, 0.251, -3.532], [4.693, 2.276, -2.857], [0.697, 2.066, -1.145], [0.554, -3.070, -7.084], [0.420, -2.663, -6.018], [0.258, -2.151, -4.684], [0.753, -2.868, -3.601], [0.589, -2.369, -2.320], [-0.027, -1.140, -2.088], [-0.546, -0.456, -3.191], [-0.408, -0.947, -4.474], [1.240, -3.821, -3.763], [0.930, -2.984, -1.495], [-1.064, 0.484, -3.060], [-0.804, -0.397, -5.316], [2.229, -0.709, -0.530], [3.506, -0.130, -0.109], [3.544, 0.993, 0.694], [4.726, 1.697, 0.847], [5.851, 1.296, 0.151], [5.851, 0.112, -0.581], [4.674, -0.613, -0.693], [7.239, 2.395, 0.052], [7.882, 2.172, -1.201], [6.484, 3.824, 0.032], [7.959, 2.408, 1.276], [2.237, -0.572, -1.566], [2.296, -1.720, -0.426], [2.646, 1.365, 1.158], [4.740, 2.594, 1.450], [6.738, -0.194, -1.120], [4.643, -1.494, -1.323]],
  "forces_ev_per_angstrom": [[0.189, 0.654, -0.855], [0.011, 0.002, 0.011], [0.019, -0.007, -0.006], [0.027, -0.139, 0.037], [0.002, -0.010, -0.029], [-0.018, 0.015, 0.021], [0.007, -0.005, -0.008], [-0.010, -0.012, -0.006], [0.017, -0.004, -0.023], [-0.062, 0.023, 0.117], [0.013, 0.005, 0.029], [-0.001, 0.008, 0.001], [-0.007, -0.036, -0.001], [-0.002, -0.042, 0.001], [0.019, -0.011, 0.000], [-0.009, -0.013, -0.049], [0.006, 0.014, -0.003], [-0.009, 0.003, -0.003], [0.088, -0.050, 0.153], [0.073, 0.028, 0.253], [-0.041, 0.070, -0.029], [0.010, 0.003, -0.003], [-0.001, -0.005, 0.004], [-0.011, 0.007, 0.014], [0.016, -0.005, -0.001], [-0.021, 0.003, -0.025], [0.001, 0.004, -0.004], [0.002, -0.002, 0.005], [0.000, -0.014, -0.008], [0.009, -0.004, -0.004], [-0.012, -0.016, 0.001], [-0.010, 0.010, 0.004], [-0.001, -0.002, 0.008], [-0.003, 0.007, -0.006], [0.015, 0.003, 0.004], [0.176, -0.326, 0.423], [-0.066, 0.088, -0.244], [-0.139, 0.123, 0.059], [0.094, -0.162, -0.096], [-0.240, 0.099, 0.057], [0.130, 0.005, -0.085], [0.103, 0.023, -0.034], [-0.144, -0.341, 0.191], [0.000, -0.002, -0.003], [0.002, -0.003, -0.009], [0.005, -0.008, 0.012], [-0.002, -0.004, -0.009], [-0.028, 0.008, 0.023], [-0.046, 0.001, 0.013], [-0.036, -0.031, -0.008], [-0.014, 0.010, 0.015], [0.001, -0.001, 0.001], [0.010, 0.001, -0.003], [0.007, 0.000, 0.002], [-0.001, 0.001, -0.001], [0.041, -0.221, 0.038], [-0.071, 0.172, 0.015], [-0.019, -0.031, 0.126], [0.073, -0.029, 0.069], [0.072, -0.021, -0.027], [-0.017, 0.031, -0.001], [0.007, 0.024, -0.006], [-0.076, -0.259, -0.063], [0.010, 0.044, -0.059], [-0.110, 0.322, -0.230], [0.008, 0.029, 0.086], [0.010, -0.026, 0.031], [-0.043, -0.007, 0.124], [-0.022, -0.036, 0.006], [0.012, 0.029, -0.012], [0.001, 0.006, -0.004], [0.005, 0.013, -0.001]],
  "lowdin_charge": [1.5368, 0.0297, -0.2106, -0.0687, 0.0305, -1.1000, 0.1513, 0.2056, 0.0288, -0.0856, -0.2070, 0.0290, -0.2239, -0.1484, 0.0281, -1.1084, 0.2015, 0.1734, 0.0077, -0.1367, -0.2075, 0.0281, 0.0296, 0.0987, 0.0815, 0.1046, 0.0983, 0.0840, 0.1135, 0.0912, 0.1044, 0.0962, 0.0796, 0.0978, 0.1121, 0.9554, -1.2431, 1.0386, -1.0178, -1.1265, 0.6835, 1.0353, 0.6723, 0.1580, -0.1760, -0.2361, -0.0171, -0.1186, -0.3078, -0.1403, -0.0359, 0.1240, 0.1014, 0.0931, 0.1260, -0.0199, -0.2672, -0.0381, -0.0548, -0.2875, -0.0499, -0.0207, 0.5860, -0.2741, -0.6166, -0.2291, -0.0259, 0.1013, 0.0976, 0.1328, 0.1270, 0.1252],
  "mol_weight_g_mol": 980.33,
  "de_lowest_kj_mol": 12.36,
  "multiplicity": 1,
  "homo_lumo_gap_ev": 6.02,
  "total_charge": 0,
  "energy_ha": -4688.56407
}

(2)
{
  "formula": "C24H22BaF3N4OS3",
  "method": "wB97M-V/def2-TZVPD",
  "symbols": ["Ba", "C", "C", "N", "C", "C", "S", "C", "C", "S", "C", "N", "C", "H", "H", "H", "H", "H", "H", "H", "H", "F", "C", "F", "F", "C", "C", "C", "C", "N", "C", "S", "H", "H", "H", "C", "C", "C", "O", "H", "H", "H", "H", "H", "H", "H", "N", "C", "C", "C", "C", "C", "C", "C", "H", "H", "H", "H"],
  "positions_angstrom": [[0.236, -1.458, 0.135], [1.861, 0.503, 2.591], [1.654, 1.343, 1.346], [0.668, 1.189, 0.489], [0.730, 2.067, -0.579], [1.798, 2.908, -0.503], [2.707, 2.595, 0.896], [-1.366, 1.142, -1.971], [-2.563, 1.417, -2.556], [-3.424, -0.014, -2.858], [-2.195, -0.946, -2.158], [-1.175, -0.214, -1.767], [-2.293, -2.446, -1.942], [1.407, -0.493, 2.532], [1.428, 1.005, 3.458], [2.925, 0.350, 2.768], [2.023, 3.692, -1.208], [-2.903, 2.401, -2.839], [-2.956, -2.896, -2.680], [-2.689, -2.680, -0.950], [-1.330, -2.961, -2.035], [-1.179, -4.531, 4.947], [-2.396, -4.122, 4.579], [-3.132, -4.093, 5.717], [-2.936, -5.083, 3.820], [-2.382, -2.776, 3.892], [-3.124, -1.755, 4.446], [-3.152, -0.491, 3.869], [-2.376, -0.326, 2.739], [-1.652, -1.299, 2.197], [-1.640, -2.553, 2.704], [-0.721, -3.804, 1.864], [-3.692, -1.948, 5.346], [-3.729, 0.326, 4.276], [-2.311, 0.639, 2.242], [4.185, -0.978, -1.356], [3.740, -1.830, -0.181], [4.077, -3.296, -0.377], [2.353, -1.675, -0.003], [5.252, -1.093, -1.580], [3.994, 0.081, -1.163], [3.629, -1.240, -2.260], [4.286, -1.477, 0.711], [3.519, -3.718, -1.218], [3.814, -3.881, 0.507], [5.143, -3.445, -0.579], [-0.454, 6.774, -4.968], [-0.422, 5.836, -4.286], [-0.387, 4.684, -3.460], [0.370, 3.530, -3.802], [0.447, 2.422, -3.031], [-0.314, 2.255, -1.720], [-1.063, 3.545, -1.403], [-1.066, 4.627, -2.213], [0.929, 3.532, -4.733], [1.057, 1.586, -3.356], [-1.594, 3.570, -0.457], [-1.617, 5.501, -1.877]],
  "forces_ev_per_angstrom": [[-1.882, -0.434, 0.165], [-0.063, 0.229, -0.276], [-0.631, -0.500, -0.235], [-0.179, 0.264, 0.178], [-0.224, -0.303, 0.158], [-0.213, 0.030, -0.327], [0.524, 0.261, 0.099], [0.302, -0.307, 0.340], [0.228, 0.378, 0.081], [-0.657, -0.024, -0.201], [0.767, -0.126, 0.249], [-0.175, 0.193, -0.293], [-0.029, 0.317, -0.156], [0.022, 0.270, -0.146], [0.017, 0.002, 0.012], [0.002, 0.039, 0.021], [0.114, 0.007, 0.083], [-0.104, -0.092, -0.047], [-0.048, 0.027, 0.022], [-0.009, 0.063, 0.015], [-0.044, 0.275, -0.073], [0.225, -0.056, 0.048], [0.043, 0.228, -0.243], [-0.125, 0.065, 0.124], [-0.089, -0.151, -0.111], [-0.023, -0.260, 0.156], [-0.186, 0.116, 0.212], [0.182, -0.122, -0.186], [0.024, 0.039, 0.114], [0.024, -0.093, -0.133], [0.231, -0.401, -0.216], [-0.663, 0.451, 0.674], [0.001, -0.006, -0.004], [-0.020, -0.040, 0.043], [0.002, -0.030, -0.007], [0.274, 0.195, -0.327], [-0.704, 0.176, -0.023], [0.242, -0.372, -0.068], [3.076, -0.331, -0.088], [-0.022, -0.007, 0.077], [-0.033, -0.035, 0.073], [-0.040, -0.112, 0.074], [-0.041, 0.002, 0.059], [-0.032, 0.143, -0.030], [-0.030, 0.080, 0.026], [-0.023, 0.031, 0.044], [0.001, 0.031, -0.006], [0.002, -0.368, 0.238], [0.015, 0.240, -0.174], [0.064, -0.082, -0.095], [0.015, 0.103, -0.061], [-0.001, -0.092, 0.031], [0.027, 0.011, -0.066], [-0.133, 0.074, 0.143], [-0.013, 0.041, 0.008], [-0.025, -0.041, 0.082], [0.024, -0.005, 0.001], [0.012, 0.008, -0.061]],
  "lowdin_charge": [1.8149, -0.0783, -0.6748, -0.0737, -0.2951, -0.3430, 1.0707, -0.2910, -0.3419, 1.0733, -0.6805, -0.1057, -0.1014, 0.0436, 0.0802, 0.0761, 0.0916, 0.0860, 0.0722, 0.0731, 0.0639, 0.1254, -0.6186, 0.1020, 0.1232, -0.1372, -0.0219, -0.0688, -0.1594, -0.1218, -0.7425, 0.4102, 0.1158, 0.0957, 0.1090, -0.0740, -0.5994, -0.0808, -0.7442, 0.0710, 0.0643, 0.0776, 0.1231, 0.0753, 0.0731, 0.0699, 0.0600, -0.2842, -0.3043, -0.0994, -0.0846, -0.3237, -0.0995, -0.1045, 0.1052, 0.1007, 0.1012, 0.1056],
  "mol_weight_g_mol": 672.99,
  "multiplicity": 1,
  "homo_lumo_gap_ev": 5.33,
  "total_charge": -1,
  "energy_ha": -2741.81876
}